A cluster of 2 separate species, C15H19N3O4S in total, computed with the ωB97M-V functional and the def2-TZVPD basis.

XYZ file:
```
42
C15H19N3O4S (the ωB97M-V functional and the def2-TZVPD basis)
C -2.946 -3.914 -0.832
C -2.186 -2.552 -1.044
H -1.189 -2.460 -0.590
O -3.060 -1.517 -0.539
C -3.190 -1.650 0.738
C -4.094 -0.360 1.383
O -5.091 -0.508 2.219
N -3.676 0.986 0.773
C -2.628 1.453 0.100
N -2.397 2.651 -0.028
N -1.390 3.207 -0.659
C -0.695 2.103 -1.080
C 0.713 1.896 -1.841
C 1.705 1.180 -1.137
C 1.696 -0.236 -1.746
C 2.518 -1.160 -0.934
C 3.507 -0.925 0.001
C 3.426 0.518 0.480
C 2.666 1.572 -0.235
H 2.541 2.525 0.320
O 4.197 1.119 1.278
C 5.208 0.518 2.093
H 5.804 1.256 2.655
H 4.929 -0.389 2.693
H 6.035 0.263 0.936
O 4.433 -1.623 0.521
C 4.393 -3.157 0.067
H 5.189 -3.303 0.629
H 3.346 -3.516 0.340
H 4.687 -3.065 -0.919
H 2.591 -2.032 -1.474
H 1.006 -0.570 -2.527
H 1.094 3.141 -1.640
H 0.469 1.724 -2.803
S -1.290 0.402 -0.437
H -4.232 1.919 1.229
H -2.187 -1.409 1.181
H -3.728 -2.346 1.535
H -2.236 -2.239 -2.078
H -3.140 -4.122 0.212
H -2.352 -4.714 -1.338
H -4.153 -3.799 -1.060
```

Values from the calculation:
* total energy: -39345.7988 eV
* LUMO energy: 0.323 eV
* HOMO energy: -7.29 eV
* Kohn-Sham gap: 7.613 eV
* ΔE to the lowest compared entry with this formula, charge and spin: 329.8 kcal per mole

For each atom in turn, the Löwdin charge in e is: atom 1 (C): -0.069, atom 2 (C): -0.234, atom 3 (H): 0.108, atom 4 (O): -0.258, atom 5 (C): -0.296, atom 6 (C): -0.193, atom 7 (O): -0.023, atom 8 (N): 0.073, atom 9 (C): -0.706, atom 10 (N): -0.084, atom 11 (N): 0.051, atom 12 (C): -0.355, atom 13 (C): -0.198, atom 14 (C): -0.323, atom 15 (C): -0.003, atom 16 (C): -0.045, atom 17 (C): -0.317, atom 18 (C): -0.204, atom 19 (C): 0.052, atom 20 (H): 0.135, atom 21 (O): -0.112, atom 22 (C): -0.021, atom 23 (H): 0.073, atom 24 (H): 0.095, atom 25 (H): 0.205, atom 26 (O): -0.096, atom 27 (C): 0.110, atom 28 (H): 0.035, atom 29 (H): 0.134, atom 30 (H): 0.068, atom 31 (H): 0.059, atom 32 (H): 0.096, atom 33 (H): 0.195, atom 34 (H): 0.058, atom 35 (S): 1.106, atom 36 (H): 0.234, atom 37 (H): 0.102, atom 38 (H): 0.165, atom 39 (H): 0.117, atom 40 (H): 0.035, atom 41 (H): 0.081, atom 42 (H): 0.148